C47H67BHfN8S3Se4SiTe | the ωB97M-V functional and the def2-TZVPD basis

Frontier orbital gap = 6.55 eV
ΔE to the lowest compared entry with this formula, charge and spin = 154.9 kJ/mol

The geometry in XYZ format:
```
133
Properties=species:S:1:pos:R:3:forces:R:3
Hf -1.0728 -0.8027 1.5118 0.67 -0.49 1.21
C 2.3345 0.1551 -5.5400 0.00 -0.02 0.18
C 3.0420 -1.0627 -4.9338 -0.12 -0.03 -0.09
C 2.2365 -2.3439 -5.1681 -0.01 0.07 0.03
C 4.4050 -1.1910 -5.6101 0.02 -0.05 0.02
N 3.2637 -0.8995 -3.4664 -0.12 0.02 0.21
C 4.4998 -1.0346 -2.8640 0.28 0.04 0.05
C 4.3216 -0.9549 -1.5390 0.20 -0.08 0.16
N 2.9723 -0.7834 -1.2736 -0.18 0.10 -0.54
B 2.3762 -0.8263 0.1506 -0.19 -0.02 -0.08
N 2.8337 -2.1467 0.8122 -0.04 -0.48 0.14
C 4.1489 -2.4408 1.0991 0.01 0.01 0.10
C 4.2048 -3.6854 1.6020 0.18 0.08 0.07
N 2.9108 -4.1703 1.6605 -0.11 0.13 -0.09
C 2.0731 -3.1981 1.1883 0.31 0.33 0.12
S 0.3782 -3.2573 1.1462 -0.61 0.12 0.03
C 2.5344 -5.4946 2.2302 -0.12 -0.14 0.08
C 3.8080 -6.2415 2.6189 0.04 0.07 -0.04
C 1.7964 -6.3174 1.1715 0.03 0.09 0.03
C 1.6844 -5.2861 3.4871 0.00 0.05 -0.04
N 2.9930 0.3124 0.9839 -0.12 0.40 0.18
C 3.9093 1.2695 0.6143 0.03 0.05 -0.10
C 4.1946 2.0038 1.7021 0.12 0.02 -0.04
N 3.4464 1.5146 2.7644 -0.13 -0.06 -0.17
C 2.6739 0.4873 2.2874 0.32 0.00 -0.12
S 1.5457 -0.5173 3.0622 -0.36 -0.21 0.31
C 3.6828 2.0694 4.1297 0.04 0.06 0.19
C 5.1639 1.8606 4.4618 0.01 -0.06 -0.02
C 2.8399 1.4045 5.2106 -0.06 -0.06 -0.15
C 3.3633 3.5657 4.1139 0.04 -0.06 -0.08
C 2.3176 -0.7436 -2.4775 -0.05 0.09 -0.07
S 0.6736 -0.5117 -2.7212 -0.42 -0.03 0.15
H 2.2998 0.0456 -6.6252 0.08 -0.02 0.01
H 2.8731 1.0734 -5.2951 0.01 -0.02 -0.03
H 1.3183 0.2426 -5.1742 -0.07 0.03 0.08
H 2.0784 -2.4904 -6.2377 0.03 0.01 -0.01
H 1.2666 -2.2770 -4.6790 0.00 -0.01 0.00
H 2.7728 -3.2092 -4.7726 0.01 0.02 -0.01
H 4.2484 -1.2320 -6.6864 0.00 -0.02 -0.01
H 4.9251 -2.1027 -5.3109 0.00 0.02 -0.02
H 5.0383 -0.3292 -5.3919 0.00 0.00 -0.09
H 5.4134 -1.1574 -3.4136 -0.05 -0.01 0.05
H 5.0578 -1.0181 -0.7586 -0.03 0.09 -0.25
H 1.1603 -0.7537 0.2125 0.28 -0.03 -0.40
H 4.9380 -1.7227 0.9616 -0.05 -0.15 0.13
H 5.0610 -4.2442 1.9262 -0.06 -0.01 0.00
H 4.4462 -6.4173 1.7511 0.02 -0.02 0.03
H 3.5266 -7.2091 3.0306 -0.03 -0.01 0.00
H 4.3751 -5.7047 3.3807 -0.01 -0.04 0.02
H 2.4388 -6.4792 0.3038 -0.01 0.00 0.01
H 0.8881 -5.8171 0.8473 -0.04 0.00 -0.02
H 1.5269 -7.2877 1.5901 0.02 0.00 0.02
H 2.2156 -4.6547 4.2021 0.02 -0.02 0.00
H 1.4780 -6.2490 3.9565 0.05 -0.02 -0.03
H 0.7379 -4.8110 3.2470 -0.04 0.03 0.00
H 4.2773 1.3526 -0.3929 -0.04 0.04 0.03
H 4.8714 2.8313 1.8052 -0.03 -0.01 0.03
H 5.4257 0.8026 4.4119 -0.02 -0.01 0.01
H 5.3595 2.2168 5.4733 0.00 0.01 0.01
H 5.8154 2.4095 3.7816 0.00 -0.02 0.01
H 3.0149 0.3325 5.2573 -0.02 -0.03 0.02
H 1.7786 1.5662 5.0372 -0.06 -0.04 0.02
H 3.1100 1.8454 6.1718 0.03 0.04 -0.05
H 3.9844 4.1107 3.4017 -0.01 0.01 0.02
H 3.5376 3.9817 5.1067 0.02 -0.01 -0.01
H 2.3220 3.7213 3.8481 -0.13 0.04 -0.03
Se -2.1571 -2.2442 3.4473 0.23 0.31 -0.36
Se -4.1627 -2.0308 2.2349 -0.04 0.23 0.17
Se -3.6693 -3.1500 0.2859 0.12 -0.15 -0.27
Se -2.0639 -1.7673 -0.7428 0.07 -0.26 -0.72
C -1.3561 3.1486 4.8338 0.11 -0.07 -0.38
Si -1.6346 1.4352 4.0659 -0.40 -0.24 0.70
C -0.9306 0.2509 5.3764 -0.07 0.12 -0.07
C -3.5219 1.2241 4.0149 0.17 0.00 0.10
N -0.9907 1.1254 2.4728 -0.09 -0.08 0.09
C -0.3279 1.9945 1.6350 0.02 0.31 -0.21
C -0.1761 1.6554 0.2766 -0.01 -0.05 0.41
C 0.5228 2.4394 -0.6222 0.08 -0.05 -0.24
C 1.0911 3.6338 -0.2104 -0.08 -0.04 0.01
C 0.9284 4.0153 1.1160 0.04 0.08 0.00
C 0.2335 3.2280 2.0159 0.02 -0.05 0.12
H -1.9310 3.1851 5.7622 -0.03 -0.10 0.01
H -1.6932 3.9754 4.2048 0.00 0.02 0.03
H -0.3065 3.3124 5.0918 -0.02 0.04 0.03
H -1.7363 -0.2866 5.8787 -0.04 0.05 0.00
H -0.3706 0.7975 6.1410 0.00 0.06 -0.04
H -0.2578 -0.4927 4.9574 0.02 0.01 0.02
H -3.8541 0.6989 4.9141 0.01 0.01 0.01
H -3.8543 0.6420 3.1570 -0.01 -0.02 -0.01
H -4.0467 2.1824 3.9863 0.10 0.00 0.02
H -0.6505 0.7487 -0.1070 0.01 0.17 -0.58
H 0.5945 2.1083 -1.6509 0.06 -0.06 0.01
H 1.6326 4.2604 -0.9062 -0.01 -0.01 -0.01
H 1.3567 4.9509 1.4593 -0.03 0.00 0.02
H 0.1189 3.5605 3.0354 0.10 0.00 -0.01
C -2.8886 3.8691 -0.7651 0.08 -0.21 0.03
C -3.8148 3.1043 0.1875 -0.30 0.38 -0.11
C -3.8205 3.8050 1.5580 -0.06 -0.08 -0.04
C -5.2278 3.0266 -0.4104 0.01 -0.04 0.00
C -3.3544 1.7330 0.4248 0.06 -0.32 0.28
N -3.0254 0.6973 0.7967 0.27 0.14 -0.09
H -3.2860 4.8771 -0.8929 -0.02 -0.02 0.00
H -2.8416 3.3810 -1.7362 0.01 -0.02 -0.08
H -1.8797 3.9406 -0.3642 0.09 0.00 0.04
H -4.0492 4.8620 1.4160 -0.03 -0.01 -0.02
H -2.8399 3.7225 2.0279 0.03 0.03 0.01
H -4.5647 3.3669 2.2228 0.02 0.02 -0.04
H -5.6146 4.0360 -0.5556 0.02 0.02 0.02
H -5.9073 2.4832 0.2475 0.01 0.01 0.01
H -5.1941 2.5185 -1.3754 -0.03 0.01 0.00
Te -3.1683 0.3880 -3.1398 -0.36 0.01 -0.41
C -4.0085 1.2447 -4.9246 0.21 -0.08 0.12
C -4.0584 0.4881 -6.0923 0.02 -0.12 0.06
C -4.4807 1.0522 -7.2856 -0.04 0.03 -0.05
C -4.8532 2.3895 -7.3314 0.01 0.02 0.05
C -4.8157 3.1490 -6.1721 -0.02 0.01 -0.08
C -4.3957 2.5785 -4.9773 0.02 0.03 0.19
C -4.5268 -1.2455 -3.1218 0.18 0.26 0.17
C -4.2017 -2.4353 -3.7604 0.05 0.01 -0.04
C -5.0803 -3.5087 -3.7146 -0.01 -0.06 -0.04
C -6.2765 -3.4024 -3.0199 -0.02 0.01 0.02
C -6.5894 -2.2230 -2.3607 -0.04 0.00 -0.02
C -5.7158 -1.1461 -2.4100 -0.05 0.02 -0.02
H -3.7611 -0.5538 -6.0642 0.02 0.02 -0.05
H -4.5075 0.4534 -8.1877 0.00 -0.02 0.02
H -5.1667 2.8391 -8.2648 -0.02 -0.02 0.00
H -5.1157 4.1894 -6.1975 0.02 0.00 0.02
H -4.3727 3.1840 -4.0777 0.00 0.00 -0.01
H -3.2567 -2.5253 -4.2825 -0.01 -0.02 0.01
H -4.8280 -4.4299 -4.2250 0.01 0.00 0.02
H -6.9620 -4.2396 -2.9850 0.02 -0.01 0.00
H -7.5135 -2.1405 -1.8023 0.00 0.00 0.00
H -5.9597 -0.2282 -1.8897 0.01 0.00 0.00
```
Forces are in eV/Å.